No. 1
Formula: C16H48Ba2NO11
Source: OMol25
Level of theory: ωB97M-V with the def2-TZVPD basis set

Computed properties:
LUMO, eV: -10.1
2S+1: 1
Orbital gap, eV: 3.98
Highest occupied orbital energy, eV: -14.111
Total charge: +3

Cartesian coordinates (Å):
Ba: -1.20860 -0.82812 6.72184
Ba: -5.64826 1.38154 -0.20893
N: -0.62516 -0.28772 1.22649
O: -0.72531 -0.14313 2.41896
O: 0.46112 -0.69129 0.78658
O: -1.52734 0.08695 0.46741
C: 4.54796 0.01977 4.83593
C: 3.88490 -1.32442 4.77262
O: 2.94869 -1.44119 5.84401
H: 5.23715 0.09226 3.99458
H: 5.06665 0.14312 5.78664
H: 3.85563 0.85791 4.75663
H: 4.55841 -2.18086 4.80424
H: 3.36493 -1.50518 3.83185
H: 3.53949 -1.51574 6.59700
C: -4.08435 3.26505 -5.48691
C: -3.85224 1.79527 -5.33220
O: -3.53601 1.46292 -3.98425
H: -4.50649 3.57017 -6.44440
H: -3.18461 3.84839 -5.29124
H: -4.80277 3.56919 -4.72568
H: -3.05122 1.38431 -5.94668
H: -4.79476 1.28040 -5.51844
H: -2.58589 1.32602 -3.99570
C: -4.32113 -3.52836 -2.92815
C: -5.49754 -3.41609 -1.97435
O: -6.18125 -2.20862 -2.22137
H: -3.94289 -4.55026 -2.95526
H: -3.51907 -2.84023 -2.66120
H: -4.58554 -3.22774 -3.94197
H: -5.17253 -3.55911 -0.94381
H: -6.22679 -4.19203 -2.20717
H: -7.10238 -2.35244 -2.45031
C: -2.36303 6.76329 0.06408
C: -2.54354 5.49197 -0.74215
O: -3.89894 5.32138 -1.04954
H: -3.01094 6.81297 0.93921
H: -2.63397 7.62852 -0.54096
H: -1.32272 6.97969 0.30701
H: -2.23938 4.63088 -0.14709
H: -1.88860 5.43107 -1.61132
H: -4.16860 6.01217 -1.65919
C: 1.89358 4.58102 2.38483
C: 2.39118 4.13224 0.97734
O: 3.66486 4.68195 0.70274
H: 1.63411 5.63959 2.37019
H: 2.68022 4.44001 3.12606
H: 1.00820 3.99589 2.63348
H: 1.73751 4.42019 0.15400
H: 2.48002 3.04982 0.88476
H: 3.70837 4.82570 -0.24544
C: 5.55328 -5.33760 0.95944
C: 4.49150 -4.53961 0.10683
O: 4.65516 -3.15455 0.40197
H: 5.68520 -6.41481 0.85792
H: 5.36549 -5.17093 2.02013
H: 6.56029 -4.94838 0.80927
H: 3.48353 -4.85950 0.37102
H: 4.62783 -4.75503 -0.95294
H: 3.79503 -2.72823 0.39764
C: 1.67431 2.33196 -5.17813
C: 2.10021 1.40398 -4.03665
O: 0.98792 0.56769 -3.68367
H: 1.31084 1.76262 -6.03360
H: 2.47791 2.95302 -5.57388
H: 0.86913 2.98881 -4.84900
H: 2.48852 1.99364 -3.20621
H: 2.95741 0.81506 -4.36299
H: 1.07638 0.22801 -2.79014
C: 0.10988 -6.44822 3.93129
C: -0.69757 -5.23707 4.19001
O: -0.96025 -4.95720 5.56920
H: 0.43543 -6.32541 2.89832
H: -0.44812 -7.36610 4.11632
H: 0.97882 -6.46302 4.58918
H: -1.64873 -5.42874 3.69336
H: -0.37516 -4.36630 3.61913
H: -1.46567 -5.67314 5.96110


No. 2
Formula: C16H48K3O20P
Source: OMol25
Level of theory: ωB97M-V with the def2-TZVPD basis set

Computed properties:
Energy relative to the best compared isomer or geometry (same formula, charge and spin), kcal/mol: 0.0
LUMO, eV: -0.3
2S+1: 1
Orbital gap, eV: 8.88
Highest occupied orbital energy, eV: -9.157
Total charge: 0

Cartesian coordinates (Å):
K: -1.12705 -2.37138 -1.32452
K: -1.34802 2.58461 1.40480
K: 3.23044 -1.22178 -0.16347
P: 0.29980 0.10656 0.02865
O: -1.16199 0.43843 -0.39738
O: 1.18337 1.33735 0.36723
O: 0.97814 -0.64461 -1.12979
O: 0.19926 -0.86665 1.21896
C: -3.34057 -3.68389 2.78514
C: -2.68608 -2.38625 2.40045
O: -1.90881 -2.53253 1.20039
O: -2.45147 -4.58408 3.44126
H: -3.79749 -4.17051 1.91639
H: -4.12824 -3.47325 3.51215
H: -2.02023 -2.07442 3.21196
H: -3.36552 -1.53627 2.28809
H: -1.17345 -1.88685 1.25346
H: -1.89998 -4.96236 2.73920
C: 1.92898 4.25845 -1.43059
C: 2.03234 3.24894 -2.56534
O: 2.63521 2.02379 -2.14748
O: 0.94781 3.85185 -0.50224
H: 1.68814 5.24465 -1.82243
H: 2.89919 4.29034 -0.91953
H: 2.68923 3.64603 -3.34294
H: 1.02920 3.05662 -2.95054
H: 1.98110 1.54603 -1.61636
H: 1.16079 2.94455 -0.21669
C: -1.72582 2.65730 -3.39941
C: -2.50636 3.86751 -3.86225
O: -1.67129 4.99347 -4.13666
O: -1.68363 2.71799 -1.96278
H: -0.70961 2.68628 -3.79301
H: -2.18614 1.70328 -3.66663
H: -3.21066 4.14111 -3.07649
H: -3.14733 3.73391 -4.74342
H: -1.17231 4.82248 -4.93844
H: -1.39803 1.87039 -1.58674
C: 0.37583 0.38045 4.27807
C: 1.32781 -0.82496 4.12780
O: 2.16099 -0.70546 2.97547
O: -0.72867 0.29688 3.37425
H: 0.98029 1.26551 4.05612
H: 0.00584 0.39892 5.30304
H: 0.71646 -1.73922 4.09830
H: 2.01692 -0.95119 4.96464
H: 1.57925 -0.65780 2.19501
H: -0.37531 -0.11013 2.55789
C: 1.16293 -0.34502 -4.51167
C: 1.69157 -1.73206 -4.23488
O: 2.38740 -1.76186 -3.00142
O: 0.11511 -0.01708 -3.60504
H: 0.74891 -0.25618 -5.51733
H: 1.94367 0.41936 -4.41346
H: 2.37915 -2.07540 -5.00371
H: 0.81510 -2.38538 -4.14046
H: 1.81922 -1.36525 -2.30826
H: 0.43952 -0.09817 -2.69201
C: 1.01619 -3.97091 2.09987
C: 0.78391 -5.41238 1.73527
O: -0.58585 -5.67274 1.42239
O: 1.24470 -3.20428 0.91534
H: 1.90412 -3.90700 2.73610
H: 0.17936 -3.49945 2.61708
H: 1.07870 -6.06545 2.56262
H: 1.42641 -5.65414 0.88461
H: -0.63944 -6.28316 0.68505
H: 0.79483 -2.33421 0.97114
C: 4.28028 2.46598 1.71600
C: 3.37307 2.59700 2.91866
O: 2.03055 2.81866 2.50764
O: 3.93315 1.28953 1.01788
H: 5.33104 2.39678 2.00615
H: 4.21736 3.34976 1.07285
H: 3.64208 3.44654 3.54683
H: 3.41919 1.67951 3.51435
H: 1.75466 2.11677 1.89909
H: 3.03564 1.43475 0.67088
C: -4.39661 -0.28431 -0.11374
C: -4.20679 -0.00304 -1.60767
O: -2.93690 -0.44505 -2.09773
O: -3.50592 0.43746 0.71791
H: -4.23059 -1.35993 0.04560
H: -5.42426 -0.04181 0.15967
H: -4.30445 1.07795 -1.76095
H: -4.97267 -0.53457 -2.17410
H: -2.27849 0.09947 -1.62478
H: -2.58816 0.34920 0.38065


No. 3
Formula: C16H48N4O6
Source: OMol25
Level of theory: ωB97M-V with the def2-TZVPD basis set

Computed properties:
Energy relative to the best compared isomer or geometry (same formula, charge and spin), kcal/mol: 0.0
LUMO (spin up / spin down), eV: 2.8 / 2.7
2S+1: 2
Orbital gap (spin up / spin down), eV: 2.04 / 9.60
Highest occupied orbital energy (spin up / spin down), eV: 0.748 / -6.856
Total charge: -1

Cartesian coordinates (Å):
C: -4.61249 1.02537 1.06959
C: -3.85323 2.23669 1.55551
C: -4.57663 2.90034 2.76497
O: -3.60280 3.72032 3.35417
C: -4.06048 4.38136 4.48956
N: -2.47290 1.76092 1.94403
H: -4.16345 0.80472 0.10120
H: -5.64628 1.24737 0.80483
H: -4.43903 0.14191 1.68401
H: -3.72240 3.09391 0.89509
H: -4.94806 2.22796 3.53831
H: -5.44712 3.47622 2.45080
H: -3.97433 3.69425 5.33132
H: -5.01512 4.88074 4.32405
H: -3.30582 5.13966 4.69830
H: -2.59386 1.23118 2.79540
H: -1.86809 2.49889 2.27522
C: 2.28294 -7.18850 -1.29463
C: 1.75429 -6.10585 -2.22518
C: 1.30847 -4.82096 -1.46866
O: 0.76174 -3.84544 -2.26870
C: 0.08296 -2.72592 -1.59582
N: 2.81677 -5.89407 -3.17318
H: 1.57535 -7.41688 -0.49760
H: 3.26500 -6.87757 -0.93825
H: 2.52345 -8.03988 -1.93135
H: 0.88336 -6.39823 -2.81175
H: 2.17615 -4.47462 -0.90717
H: 0.54985 -5.12202 -0.74620
H: -0.35768 -2.04715 -2.32602
H: 0.76709 -2.21259 -0.92012
H: -0.62530 -3.20076 -0.91684
H: 2.26258 -5.67863 -3.98961
H: 3.24434 -6.79347 -3.34155
C: -3.33497 3.47747 -3.12815
C: -1.95975 2.76356 -3.24090
C: -1.26856 2.64749 -1.91853
O: -0.79329 3.91816 -1.44967
C: 0.24418 3.81479 -0.49772
N: -2.24356 1.52756 -3.94257
H: -3.72926 3.59819 -4.13714
H: -3.39117 4.51421 -2.79633
H: -4.06670 2.83040 -2.64445
H: -1.36651 3.39813 -3.89929
H: -0.43945 1.94566 -2.00869
H: -1.97662 2.16138 -1.24737
H: 0.88129 2.93828 -0.37976
H: -0.15388 4.00680 0.49867
H: 0.87862 4.66758 -0.73927
H: -3.18357 1.26080 -3.68700
H: -1.62152 0.75828 -3.73910
C: 5.38826 -0.73554 0.24511
C: 4.35369 -1.13630 1.22707
C: 3.64905 0.02303 1.94902
O: 3.07487 0.96516 1.04623
C: 3.86551 2.14785 0.83656
N: 3.40883 -1.96239 0.44593
H: 5.08293 -0.18579 -0.64519
H: 5.73743 -1.69288 -0.14178
H: 6.23224 -0.34614 0.81447
H: 4.79574 -1.85114 1.92111
H: 4.39868 0.44673 2.61733
H: 2.78491 -0.39834 2.46263
H: 3.23141 3.00817 0.62244
H: 4.66156 1.97885 0.11140
H: 4.37123 2.41670 1.76396
H: 3.45457 -1.52245 -0.46208
H: 2.45984 -1.87186 0.77962
O: 0.06928 -2.21915 2.70850
H: -0.00207 -1.54162 2.03611
H: -0.74650 -2.15172 3.20467
O: 0.04575 -0.11628 0.80533
H: 0.85320 0.39622 0.76543
H: -0.61494 0.50088 1.11969